Entry 1:
85
Properties=species:S:1:pos:R:3:forces:R:3 method="wB97M-V/def2-TZVPD" e_above_lowest_kcal_mol=22.8 gap_ev=7.1 e_homo_ev=-7.31 lumo_ev=-0.23 spin_multiplicity=1
Y -0.4069 -0.9160 0.5484 0.517 -0.914 0.476
C 2.0857 -4.5248 -0.9729 -0.011 -0.054 -0.368
O 1.3030 -4.6914 -2.1591 0.008 -0.139 0.462
C 0.9099 -3.6053 -2.8895 0.151 -0.151 -0.140
C 0.8490 -3.7997 -4.2543 -0.007 0.047 -0.222
C 0.4029 -2.7986 -5.1220 0.054 -0.093 0.061
C 0.0132 -1.5912 -4.5898 -0.052 0.058 -0.116
C 0.0409 -1.3779 -3.2050 -0.160 0.341 0.035
C -0.5148 -0.1178 -2.7209 0.279 -0.359 -0.475
N -0.7228 0.1910 -1.5027 -0.593 0.607 0.112
N -1.2884 1.4627 -1.3350 0.063 0.157 -0.150
C -1.7524 1.6357 -0.1264 -0.129 0.023 -0.251
O -1.7905 0.7409 0.8022 -0.442 0.944 -0.429
C -2.2170 3.0222 0.1976 -0.053 -0.112 0.151
C -2.4396 3.9794 -0.7928 0.012 -0.001 0.003
C -2.8223 5.2667 -0.4404 0.027 -0.014 0.018
C -2.9750 5.6110 0.9013 0.028 -0.091 0.000
C -2.7571 4.6577 1.8903 0.044 -0.055 -0.104
C -2.3840 3.3625 1.5381 -0.099 0.067 0.068
C 0.4824 -2.3862 -2.3152 0.021 0.266 0.209
O 0.4863 -2.2079 -1.0231 -0.088 0.009 -0.240
H 2.2597 -5.5280 -0.5945 0.013 -0.092 -0.041
H 1.5819 -3.9284 -0.2249 -0.151 0.091 0.104
H 3.0509 -4.0704 -1.2169 0.045 0.035 -0.060
H 1.1519 -4.7694 -4.6349 0.011 0.067 0.028
H 0.3671 -2.9779 -6.1896 0.004 0.015 0.069
H -0.3492 -0.7927 -5.2331 0.045 -0.083 0.059
H -0.8139 0.6141 -3.4698 0.014 0.033 -0.100
H -2.3075 3.6941 -1.8306 0.002 0.054 0.096
H -3.0009 6.0091 -1.2132 0.016 -0.093 0.082
H -3.2693 6.6191 1.1735 0.018 -0.073 -0.023
H -2.8791 4.9204 2.9359 0.003 -0.028 -0.081
H -2.2234 2.5953 2.2923 -0.004 0.091 -0.087
C 0.4582 -0.3462 6.4428 0.125 0.006 0.061
S 0.4429 -1.8378 5.4325 -0.256 -0.025 0.015
C -0.4437 -1.2451 4.0136 -0.468 0.167 -0.297
S -0.1180 0.3063 3.3552 -0.017 -0.260 0.142
N -1.3375 -2.0976 3.5935 0.338 -0.246 -0.100
N -1.7724 -1.9439 2.2925 0.578 0.337 0.723
C -3.0017 -2.1201 2.0563 -0.456 -0.101 -0.298
C -3.4568 -2.1973 0.6562 0.087 0.088 0.202
C -4.7972 -2.3578 0.3585 -0.324 -0.084 0.034
C -5.1784 -2.5121 -0.9656 -0.101 -0.001 0.047
C -4.2030 -2.5096 -1.9464 -0.054 -0.070 -0.060
C -2.8862 -2.3155 -1.5630 0.147 0.034 0.121
N -2.5146 -2.1446 -0.2946 -0.026 0.089 -0.036
H 0.8497 -0.6458 7.4167 -0.011 0.067 -0.056
H -0.5595 0.0257 6.5569 0.090 0.008 0.031
H 1.0881 0.4227 6.0002 -0.043 -0.009 0.042
H -3.7211 -2.2508 2.8551 -0.082 -0.132 0.133
H -5.5252 -2.3731 1.1631 0.061 -0.006 -0.107
H -6.2227 -2.6457 -1.2248 0.068 0.012 0.028
H -4.4450 -2.6614 -2.9917 0.022 0.043 0.102
H -2.0955 -2.3061 -2.3015 0.016 0.042 0.017
C 1.3731 2.8936 1.7381 -0.012 0.143 0.020
C 1.4327 2.1227 0.4561 -0.170 0.569 -0.173
O 1.4257 0.9018 0.4721 -0.047 -0.933 0.082
C 1.4551 2.8202 -0.8512 0.057 0.004 0.073
C 1.7633 2.0766 -1.9877 0.132 -0.113 -0.091
C 1.7214 2.6609 -3.2384 -0.013 0.104 -0.039
C 1.3725 4.0030 -3.3604 -0.021 -0.026 0.077
C 1.0691 4.7514 -2.2297 -0.026 -0.024 -0.045
C 1.1083 4.1605 -0.9761 -0.045 0.183 0.045
H 1.9059 2.3505 2.5153 -0.030 -0.028 -0.004
H 0.3231 2.9466 2.0516 0.067 0.000 -0.057
H 1.7619 3.9059 1.6417 -0.015 -0.066 0.007
H 2.0215 1.0301 -1.8778 -0.027 0.066 -0.004
H 1.9424 2.0703 -4.1195 0.028 0.034 0.027
H 1.3292 4.4654 -4.3390 0.016 -0.015 0.019
H 0.7880 5.7932 -2.3240 -0.003 -0.049 -0.007
H 0.8259 4.7429 -0.1050 0.041 -0.064 -0.081
C 3.4033 -0.2506 2.6700 -0.111 0.197 0.055
As 2.8187 -1.6374 1.4926 -0.212 -0.427 0.513
C 3.7733 -3.1580 2.1376 -0.022 -0.253 -0.103
C 3.4755 -1.2626 -0.2718 -0.124 0.095 -0.080
O 1.1870 -2.0031 1.6466 1.140 0.110 -0.178
H 3.9948 -0.7031 3.4618 0.040 0.015 0.037
H 2.5047 0.1982 3.0911 -0.050 0.050 0.069
H 3.9904 0.4870 2.1281 0.021 0.027 -0.002
H 4.8471 -2.9978 2.0579 0.027 0.000 -0.012
H 3.4767 -4.0448 1.5810 0.041 -0.014 -0.013
H 3.4898 -3.2787 3.1789 -0.009 -0.058 0.115
H 3.9339 -0.2777 -0.2673 0.018 0.048 -0.034
H 2.6444 -1.2912 -0.9700 -0.038 -0.034 -0.054
H 4.2102 -2.0182 -0.5313 0.067 -0.055 -0.055



Entry 2:
79
Properties=species:S:1:pos:R:3:forces:R:3 method="wB97M-V/def2-TZVPD" gap_ev="5.8 / 6.2" e_homo_ev="-5.20 / -7.89" lumo_ev="0.65 / -1.72" spin_multiplicity=6
Ru -0.2741 -0.1252 -1.9483 0.712 0.137 -1.013
C 3.9394 -0.2537 -2.8302 -0.053 -0.025 -0.056
C 3.1067 0.9871 -2.9332 0.322 0.205 -0.273
C 3.6339 2.1688 -3.4411 -0.116 0.000 0.026
C 2.8618 3.3230 -3.3878 0.017 -0.215 0.082
C 1.6356 3.3054 -2.7600 -0.217 -0.194 0.041
C 1.1446 2.0760 -2.2828 1.440 0.194 -0.555
N 1.8671 0.9393 -2.4589 -0.325 0.206 0.215
N -0.0164 1.8474 -1.6449 -0.827 -0.347 -0.006
Si -0.9031 2.9483 -0.6269 -0.708 0.552 0.861
C 0.1927 3.1222 0.9464 -0.560 -0.058 -0.651
C -1.2158 4.6786 -1.3834 0.395 -0.719 0.230
C -2.6225 2.1793 -0.3196 0.727 0.117 -0.069
H 3.7131 -0.9606 -3.6277 -0.020 -0.059 -0.045
H 3.7359 -0.7325 -1.8736 0.024 -0.098 -0.016
H 4.9963 -0.0032 -2.8818 0.033 -0.013 -0.043
H 4.6265 2.1886 -3.8632 0.085 -0.049 0.016
H 3.2344 4.2368 -3.8242 0.052 0.155 0.042
H 1.0449 4.1995 -2.6624 -0.088 0.087 -0.012
H 0.9191 3.9249 0.8344 0.076 0.095 -0.086
H 0.7454 2.2017 1.1208 0.051 -0.160 0.006
H -0.3900 3.3262 1.8404 -0.160 0.062 0.110
H -0.3297 5.3024 -1.3588 0.219 0.148 -0.014
H -1.9767 5.1924 -0.8081 -0.248 0.039 0.215
H -1.5650 4.6196 -2.4090 -0.088 -0.071 -0.222
H -2.5974 1.0961 -0.4330 -0.075 0.063 0.003
H -3.3530 2.5763 -1.0188 -0.016 0.072 -0.134
H -2.9807 2.3912 0.6830 0.027 0.102 0.265
C -3.9911 1.4413 -3.5775 0.312 -0.006 -0.148
C -4.7760 0.3266 -3.3175 -0.073 0.099 -0.011
C -4.2008 -0.8783 -2.9704 0.263 -0.156 0.068
C -2.8070 -0.9812 -2.8344 -0.262 0.445 -0.287
C -2.0119 0.1812 -3.0520 -0.474 -0.561 0.496
C -2.6024 1.3568 -3.4644 -0.262 0.232 -0.149
C -2.0877 -2.1933 -2.5393 -0.395 -0.459 0.022
C -2.6082 -3.4750 -2.3643 0.144 0.215 -0.007
C -1.7815 -4.5746 -2.2613 -0.458 0.098 0.073
C -0.3703 -4.4098 -2.3761 0.435 0.362 -0.004
C 0.5481 -5.4598 -2.3988 0.248 0.239 -0.080
C 1.9047 -5.2127 -2.5858 -0.138 -0.219 0.050
C 2.3701 -3.9171 -2.7184 0.013 0.271 0.068
C 1.4861 -2.8499 -2.6648 -0.249 -0.141 0.054
C 0.1192 -3.0795 -2.4971 1.072 -0.856 -0.083
N -0.7073 -2.0054 -2.5065 -0.486 0.675 0.073
H -4.4539 2.3793 -3.8474 -0.030 0.071 -0.082
H -5.8504 0.4067 -3.4057 -0.073 -0.045 0.024
H -4.8285 -1.7428 -2.8023 -0.023 -0.053 -0.014
H -2.0028 2.2344 -3.6836 0.046 -0.009 0.156
H -3.6784 -3.6011 -2.3281 -0.136 -0.020 -0.052
H -2.1928 -5.5654 -2.1449 -0.056 -0.082 0.026
H 0.2039 -6.4774 -2.2785 -0.116 -0.055 -0.031
H 2.6020 -6.0357 -2.6387 0.022 -0.088 0.040
H 3.4229 -3.7355 -2.8689 0.153 0.026 -0.009
H 1.7953 -1.8133 -2.7781 0.148 -0.236 -0.037
C 2.2366 0.6638 5.9560 -0.148 -0.102 0.048
C 1.0223 -0.2744 5.9763 0.080 -0.047 0.157
C 0.0793 0.1850 7.0918 0.145 -0.086 -0.249
C 1.4676 -1.7094 6.2909 -0.045 0.150 0.001
C 0.3599 -0.2631 4.6049 -0.168 0.117 0.014
C -0.9901 0.0322 4.4283 0.078 -0.032 0.145
C -1.6068 0.0235 3.1849 -0.030 -0.064 -0.565
C -0.8205 -0.2659 2.0922 0.795 -0.059 0.763
O -1.1180 -0.2948 0.7672 -0.445 -0.118 -0.141
B 0.0777 -0.5339 0.0841 -0.397 0.299 0.923
O 1.1008 -0.6974 1.0112 0.550 -0.230 -0.664
C 0.5450 -0.5290 2.2446 -0.876 0.203 0.533
C 1.1421 -0.5524 3.4849 0.002 -0.046 -0.413
H 2.6870 0.7216 6.9435 0.082 -0.015 0.158
H 1.9296 1.6643 5.6608 0.003 0.143 -0.036
H 2.9970 0.3206 5.2611 0.113 -0.011 -0.086
H 0.5974 0.1445 8.0481 0.058 0.002 0.062
H -0.7895 -0.4657 7.1550 -0.142 -0.011 0.064
H -0.2461 1.2092 6.9256 -0.121 0.114 0.025
H 1.9256 -1.7564 7.2764 0.090 -0.008 0.131
H 2.1870 -2.0733 5.5628 0.097 -0.054 -0.102
H 0.6090 -2.3773 6.2805 -0.077 -0.103 0.005
H -1.6042 0.2898 5.2738 -0.029 -0.020 0.177
H -2.6571 0.2451 3.0771 -0.104 0.033 -0.020
H 2.1913 -0.7776 3.5728 0.185 -0.028 -0.005



Entry 3:
83
Properties=species:S:1:pos:R:3:forces:R:3 method="wB97M-V/def2-TZVPD" e_above_lowest_kcal_mol=9.8 gap_ev="7.2 / 5.8" e_homo_ev="-4.90 / -4.88" lumo_ev="2.26 / 0.88" spin_multiplicity=2 charge=-1
Hg -0.3479 0.0089 -0.2019 -0.179 0.977 -0.842
O 2.0998 1.8259 3.1060 0.014 0.126 0.145
C 1.1648 1.5797 2.3433 0.120 -0.211 -0.296
O 1.2555 1.0660 1.1849 -0.020 -0.138 0.363
C -0.2412 1.9389 2.8443 0.026 0.042 0.037
C -0.3852 2.5209 4.1026 -0.029 -0.065 0.003
C -1.6546 2.8350 4.5497 -0.004 0.013 0.040
C -2.7434 2.5594 3.7331 -0.008 0.015 0.008
C -2.5013 1.9856 2.4965 0.027 0.007 -0.011
N -1.2821 1.6865 2.0588 -0.033 -0.055 0.001
H 0.5046 2.6978 4.6890 0.011 0.017 -0.012
H -1.7987 3.2884 5.5232 -0.003 -0.004 0.002
H -3.7549 2.7873 4.0424 -0.006 0.000 0.004
H -3.3205 1.7534 1.8222 -0.003 0.006 -0.012
C -4.6361 -2.3285 -3.2787 0.003 -0.031 -0.011
C -4.4917 -0.8131 -3.2191 0.003 0.014 -0.017
C -3.1271 -0.3879 -2.6908 0.058 0.038 -0.042
C -2.9499 1.1237 -2.5714 -0.035 0.017 -0.036
Ge -1.1638 1.6724 -1.9210 -0.062 -0.156 0.193
C 0.0822 1.8475 -3.4422 0.027 0.013 -0.058
C 0.1849 0.6146 -4.3496 -0.031 0.012 0.022
C -0.8291 0.6237 -5.4905 -0.001 -0.006 0.029
C -0.7781 -0.6498 -6.3235 0.000 -0.024 -0.032
H -5.6158 -2.6290 -3.6560 -0.014 -0.001 -0.008
H -4.5058 -2.7690 -2.2877 -0.005 0.005 0.007
H -3.8702 -2.7690 -3.9201 0.008 0.011 0.011
H -5.2745 -0.3839 -2.5832 -0.005 0.005 0.005
H -4.6399 -0.3853 -4.2173 -0.005 0.001 0.004
H -2.3535 -0.8161 -3.3385 0.014 0.001 0.000
H -2.9593 -0.8530 -1.7135 0.003 0.012 0.004
H -3.6911 1.5308 -1.8760 -0.016 0.004 -0.004
H -3.1198 1.6159 -3.5349 -0.092 -0.019 0.000
H -1.3449 3.1209 -1.3839 0.041 -0.047 0.054
H 1.0564 2.0985 -3.0147 -0.001 -0.015 -0.002
H -0.2340 2.7182 -4.0268 0.059 0.002 -0.040
H 0.0543 -0.3054 -3.7675 0.018 -0.017 0.013
H 1.1871 0.5497 -4.7877 0.025 -0.004 -0.010
H -0.6392 1.4975 -6.1242 -0.002 0.000 0.005
H -1.8361 0.7562 -5.0858 -0.002 -0.019 0.015
H 0.2170 -0.7941 -6.7528 0.002 0.001 0.005
H -1.4950 -0.6228 -7.1470 -0.006 0.010 -0.002
H -0.9990 -1.5260 -5.7108 0.013 -0.012 0.027
F 5.6797 1.8109 -4.2317 0.014 -0.061 0.003
C 5.5399 0.4911 -4.0008 -0.041 0.009 -0.005
F 5.4235 -0.1105 -5.1976 0.026 0.028 0.049
F 6.7057 0.0692 -3.4637 -0.022 0.017 -0.033
C 4.3779 0.1983 -3.0945 0.035 0.018 -0.010
C 3.5848 -0.9157 -3.2971 -0.015 -0.018 -0.035
C 2.5417 -1.1440 -2.4091 -0.034 0.012 0.013
N 2.2803 -0.3484 -1.3769 0.062 0.026 0.053
C 3.0607 0.7169 -1.1807 -0.011 -0.070 -0.030
C 4.1196 1.0323 -2.0179 0.013 0.002 0.018
H 3.7497 -1.5842 -4.1301 0.002 -0.001 0.004
H 1.8816 -1.9934 -2.5383 -0.035 -0.004 -0.012
H 2.8120 1.3186 -0.3149 -0.020 0.009 0.026
H 4.7226 1.9100 -1.8301 -0.002 0.006 -0.007
N -1.1647 -1.2628 1.5816 0.273 -0.502 0.413
C -0.6402 -1.9164 2.5120 -0.145 0.138 0.191
C 0.8511 -1.9542 2.6639 0.023 0.003 -0.139
C 1.6452 -2.2718 1.5683 0.007 0.021 -0.061
C 3.0269 -2.2312 1.6885 -0.012 -0.012 0.014
C 3.6121 -1.8686 2.8921 -0.031 0.003 -0.026
C 2.8172 -1.5538 3.9862 -0.047 -0.021 0.003
C 1.4372 -1.6046 3.8776 -0.049 0.025 0.023
C -1.5099 -2.6124 3.5146 0.049 -0.011 -0.045
C -1.0631 -3.7643 4.1528 0.008 -0.032 0.004
C -1.8895 -4.4268 5.0505 0.050 0.029 -0.026
C -3.1567 -3.9336 5.3231 -0.016 0.041 -0.019
C -3.6002 -2.7765 4.6939 -0.003 -0.005 0.016
C -2.7812 -2.1179 3.7912 -0.032 0.013 -0.023
H 1.1816 -2.5347 0.6252 -0.024 0.010 -0.039
H 3.6433 -2.4644 0.8293 -0.018 0.007 0.009
H 4.6905 -1.8143 2.9755 -0.015 0.002 0.000
H 3.2734 -1.2478 4.9190 -0.026 0.005 -0.020
H 0.8105 -1.3466 4.7230 0.014 0.019 0.003
H -0.0711 -4.1415 3.9398 -0.004 -0.004 -0.005
H -1.5408 -5.3287 5.5378 0.003 0.015 -0.010
H -3.7983 -4.4476 6.0280 0.003 0.007 -0.010
H -4.5867 -2.3856 4.9097 0.015 -0.003 -0.007
H -3.1116 -1.2150 3.2940 -0.014 0.018 0.020
S -0.7256 -3.8659 -3.5217 0.011 0.147 0.092
C -0.5345 -2.8663 -2.2287 0.028 -0.057 -0.061
N -0.3663 -2.1524 -1.3177 0.067 -0.353 0.105



E_tot per entry: -5038.43965; -2041.81433; -4615.51979 hartree